Record 1
ORCA calculation (ωB97M-V/def2-TZVPD) on a 8-piece molecular cluster, C51H44F7IO5 overall.

```
108
Properties=species:S:1:pos:R:3
C -3.20 -0.51 -0.06
C -3.87 -0.64 -1.45
C -3.64 0.67 -2.17
O -4.29 0.67 -3.47
C -3.60 1.25 -4.44
C -3.27 2.53 -4.62
C -3.62 3.73 -3.81
C -2.55 4.81 -3.83
O -2.68 5.88 -4.30
I -0.72 4.26 -2.84
C -2.44 2.57 -5.86
O -1.75 3.45 -6.27
O -2.53 1.34 -6.50
C -3.00 0.44 -5.55
O -2.88 -0.73 -5.66
H -2.97 0.53 0.14
H -2.25 -1.05 -0.05
H -3.86 -0.84 0.73
H -4.93 -0.83 -1.32
H -3.41 -1.45 -2.00
H -2.57 0.80 -2.33
H -4.01 1.50 -1.57
H -3.78 3.45 -2.76
H -4.53 4.18 -4.18
F -1.23 0.24 1.79
C 0.06 0.58 1.54
C 1.06 -0.12 2.18
C 2.38 0.22 1.90
C 2.66 1.25 1.02
C 1.63 1.94 0.39
C 0.31 1.60 0.65
H 0.82 -0.92 2.87
H 3.19 -0.31 2.38
H 3.69 1.52 0.81
H 1.85 2.75 -0.29
H -0.52 2.12 0.18
F 2.91 -1.38 4.34
C 3.13 -2.66 4.73
C 3.19 -3.64 3.75
C 3.41 -4.95 4.15
C 3.56 -5.26 5.50
C 3.49 -4.26 6.45
C 3.27 -2.94 6.07
H 3.07 -3.38 2.71
H 3.48 -5.73 3.41
H 3.73 -6.29 5.80
H 3.60 -4.50 7.50
H 3.22 -2.14 6.79
F 3.67 4.21 2.12
C 4.95 4.51 1.85
C 5.95 3.80 2.48
C 7.27 4.11 2.19
C 7.57 5.12 1.29
C 6.55 5.82 0.66
C 5.22 5.51 0.94
H 5.69 3.03 3.19
H 8.07 3.57 2.68
H 8.61 5.36 1.06
H 6.78 6.60 -0.05
H 4.41 6.04 0.46
F 6.18 -6.19 5.87
C 7.44 -5.80 5.58
C 8.50 -6.47 6.17
C 9.79 -6.06 5.86
C 10.00 -5.00 4.98
C 8.91 -4.35 4.41
C 7.62 -4.75 4.71
H 8.31 -7.29 6.85
H 10.63 -6.58 6.30
H 11.00 -4.69 4.75
H 9.07 -3.52 3.74
H 6.75 -4.26 4.28
F -5.19 -2.80 0.84
C -4.91 -3.53 1.94
C -5.80 -4.50 2.34
C -5.51 -5.25 3.47
C -4.35 -5.01 4.19
C -3.47 -4.02 3.77
C -3.74 -3.27 2.64
H -6.70 -4.67 1.76
H -6.20 -6.02 3.79
H -4.13 -5.59 5.08
H -2.57 -3.82 4.33
H -3.07 -2.49 2.29
F -4.12 3.50 -0.42
C -5.02 4.32 0.17
C -4.72 4.84 1.41
C -5.64 5.69 2.01
C -6.84 5.98 1.38
C -7.12 5.43 0.13
C -6.20 4.59 -0.49
H -3.78 4.60 1.89
H -5.42 6.11 2.98
H -7.56 6.64 1.85
H -8.06 5.66 -0.36
H -6.40 4.16 -1.46
F -2.18 -1.23 -13.32
C -2.42 -0.74 -12.08
C -1.52 -0.99 -11.07
C -1.78 -0.48 -9.81
C -2.92 0.26 -9.58
C -3.82 0.50 -10.61
C -3.57 0.00 -11.88
H -0.63 -1.58 -11.28
H -1.08 -0.66 -9.00
H -3.11 0.66 -8.58
H -4.71 1.08 -10.43
H -4.25 0.18 -12.71
```

Results
* LUMO level: -0.0250 hartree
* total charge: 0
* max |F|: 0.8 eV Å⁻¹
* SMILES: CCCOC1=C(CC(=O)I)C(=O)OC1=O.Fc1ccccc1.Fc1ccccc1.Fc1ccccc1.Fc1ccccc1.Fc1ccccc1.Fc1ccccc1.Fc1ccccc1
* E: -3342.72980 a.u.
* orbital gap: 8.29 eV

Record 2
ORCA calculation (ωB97M-V/def2-TZVPD) on a 10-piece molecular cluster, C30H66F15N6O12P overall in a non-equilibrium geometry.

```
130
Properties=species:S:1:pos:R:3
C 5.08 4.74 4.66
C 4.90 3.26 4.28
O 4.24 2.43 4.93
N 5.81 2.82 3.15
H 5.68 3.55 2.46
H 6.78 2.97 3.35
C 5.54 1.43 2.50
H 4.27 4.99 5.35
H 5.20 5.36 3.77
H 5.99 4.80 5.26
H 6.04 1.44 1.53
H 4.45 1.36 2.56
H 6.12 0.68 3.04
C 4.76 2.98 -5.80
C 3.31 3.06 -5.42
O 2.38 2.53 -6.08
N 2.97 3.43 -3.96
H 2.71 2.66 -3.36
H 3.90 3.62 -3.62
C 2.08 4.75 -4.03
H 5.18 2.06 -6.21
H 5.30 3.04 -4.85
H 5.16 3.74 -6.46
H 1.09 4.45 -4.38
H 2.60 5.46 -4.67
H 1.87 5.15 -3.04
C -2.80 8.35 6.94
C -2.17 7.61 5.80
O -2.07 6.41 5.86
N -1.92 8.48 4.63
H -2.74 9.07 4.59
H -1.13 9.10 4.74
C -1.94 7.77 3.24
H -3.60 9.08 6.79
H -2.02 8.77 7.58
H -3.10 7.46 7.48
H -2.95 7.37 3.29
H -1.14 7.04 3.12
H -1.69 8.61 2.60
C -9.04 0.65 -3.77
C -8.38 1.74 -2.93
O -9.02 2.24 -1.99
N -6.97 2.27 -3.30
H -6.55 1.68 -4.00
H -7.31 3.08 -3.80
C -6.06 2.70 -2.14
H -9.84 1.16 -4.30
H -9.32 -0.16 -3.09
H -8.35 0.37 -4.56
H -5.03 3.00 -2.36
H -6.01 1.79 -1.54
H -6.56 3.52 -1.62
C -1.72 0.17 6.58
C -3.10 -0.21 6.04
O -3.94 -0.84 6.68
N -3.60 0.44 4.75
H -2.78 0.68 4.20
H -4.17 -0.17 4.19
C -4.40 1.70 5.06
H -1.58 1.25 6.68
H -0.84 -0.21 6.07
H -1.76 -0.39 7.52
H -5.29 1.29 5.52
H -4.66 2.33 4.22
H -3.90 2.37 5.76
C -2.32 -5.93 2.12
C -1.13 -5.03 2.11
O -1.06 -4.03 2.84
N -0.01 -5.50 1.25
H 0.82 -5.68 1.80
H -0.28 -6.40 0.88
C 0.25 -4.42 0.19
H -3.25 -5.62 2.60
H -2.10 -6.98 2.27
H -2.73 -5.79 1.12
H -0.67 -4.50 -0.39
H 1.17 -4.71 -0.32
H 0.36 -3.41 0.57
C 5.02 -7.14 2.75
O 4.43 -5.88 3.02
O 3.88 -8.03 2.86
C 6.01 -7.16 1.58
F 6.22 -8.46 1.23
F 5.52 -6.42 0.62
F 7.15 -6.70 2.05
C 5.13 -4.74 3.60
C 4.08 -3.69 4.14
H 3.23 -4.12 4.67
H 4.47 -3.01 4.90
H 3.65 -3.23 3.25
H 5.78 -4.18 2.93
H 5.76 -5.18 4.37
H 5.58 -7.34 3.66
C 5.30 -2.81 -4.59
O 5.04 -2.22 -5.79
O 6.73 -2.95 -4.44
C 4.56 -1.80 -3.58
F 4.62 -2.44 -2.38
F 5.00 -0.57 -3.49
F 3.29 -1.81 -3.84
C 3.85 -2.75 -6.57
C 3.96 -2.07 -7.94
H 4.20 -1.01 -7.91
H 4.70 -2.58 -8.56
H 3.00 -2.20 -8.44
H 2.91 -2.53 -6.05
H 3.79 -3.84 -6.66
H 4.80 -3.77 -4.51
C -4.14 -2.28 -5.58
O -5.06 -3.39 -5.48
O -4.95 -1.11 -5.77
C -2.89 -2.29 -4.63
F -3.15 -2.02 -3.36
F -2.43 -3.52 -4.57
F -1.99 -1.54 -5.16
C -5.73 -3.69 -4.22
C -6.61 -4.90 -4.32
H -7.05 -5.03 -3.33
H -7.46 -4.83 -5.01
H -6.00 -5.78 -4.51
H -6.39 -2.91 -3.84
H -4.94 -3.87 -3.49
H -3.72 -2.56 -6.54
P -0.29 2.00 0.96
F -0.51 2.92 -0.38
F 0.89 1.19 0.06
F 0.79 3.01 1.63
F -0.22 0.92 2.14
F -1.42 2.90 1.65
F -1.40 1.02 0.30
```

Results
* LUMO level: -0.2259 hartree
* energy above the lowest of the compared OMol25 structures with the same formula, charge and spin: 1684.7 kJ/mol
* total charge: +2
* max |F|: 7.4 eV Å⁻¹
* E: -4252.31260 a.u.
* orbital gap: 0.85 eV

Record 3
ORCA calculation (ωB97M-V/def2-TZVPD) on a single C8H10O2 molecule in a non-equilibrium geometry.

```
20
Properties=species:S:1:pos:R:3
C -1.39 -2.70 0.01
C -1.01 -1.55 0.02
C -0.64 -0.14 -0.31
C -1.70 0.54 -1.24
C -1.30 0.88 -2.44
O 0.73 -0.12 -0.87
C 1.49 0.86 -0.18
C 0.84 0.83 1.18
C 1.20 -0.32 2.16
O -0.52 0.65 0.85
H -1.60 -3.73 0.00
H -2.66 0.79 -1.01
H -2.02 1.41 -3.12
H -0.41 0.57 -2.76
H 1.36 1.69 -0.79
H 2.41 0.47 -0.24
H 1.16 1.82 1.61
H 1.26 -1.35 1.52
H 0.51 -0.51 2.95
H 2.26 -0.09 2.65
```

Results
* LUMO level: 0.0374 hartree
* energy above the lowest of the compared OMol25 structures with the same formula, charge and spin: 516.0 kJ/mol
* total charge: 0
* max |F|: 4.4 eV Å⁻¹
* SMILES: C#C[C@]1(C=C)OC[C@H](C)O1
* E: -461.14200 a.u.
* orbital gap: 10.91 eV

Record 4
ORCA calculation (ωB97M-V/def2-TZVPD) on a single C4H9NO molecule in a non-equilibrium geometry.

```
15
Properties=species:S:1:pos:R:3
C -1.95 0.58 0.28
C -0.94 -0.25 -0.56
N 0.06 0.57 -1.09
C 0.74 -0.53 -0.59
C 1.32 -0.57 0.79
O 2.68 -0.19 0.92
H -1.61 0.84 1.29
H -2.10 1.54 -0.24
H -2.94 0.12 0.37
H -1.38 -1.13 -1.04
H 0.12 1.03 -1.98
H 1.34 -1.14 -1.31
H 1.29 -1.61 1.14
H 0.65 0.02 1.43
H 2.74 0.72 0.59
```

Results
* LUMO level: 0.0398 hartree
* energy above the lowest of the compared OMol25 structures with the same formula, charge and spin: 343.4 kJ/mol
* total charge: 0
* max |F|: 1.2 eV Å⁻¹
* SMILES: C[C@H]1N[C@H]1CO
* E: -287.70167 a.u.
* orbital gap: 10.11 eV